[1]
{
  "formula": "C32H26BaF6N2O2P",
  "method": "ωB97M-V/def2-TZVPD",
  "elements": ["Ba", "C", "C", "C", "C", "N", "C", "C", "C", "C", "C", "C", "N", "H", "H", "H", "H", "H", "H", "H", "H", "C", "C", "O", "C", "F", "F", "F", "C", "F", "F", "F", "H", "H", "H", "O", "P", "C", "C", "C", "C", "C", "C", "C", "C", "C", "C", "C", "C", "C", "C", "C", "C", "C", "C", "H", "H", "H", "H", "H", "H", "H", "H", "H", "H", "H", "H", "H", "H", "H"],
  "xyz": [[0.96531, -0.82416, 1.75678], [0.19703, 4.04305, 1.71299], [1.17383, 4.69019, 0.97999], [2.21902, 3.95534, 0.43822], [2.25809, 2.58581, 0.65101], [1.29929, 1.96075, 1.34178], [0.29671, 2.66802, 1.86289], [3.37513, 1.71741, 0.14783], [4.47790, 2.25106, -0.50561], [5.48900, 1.40904, -0.93632], [5.37572, 0.05032, -0.70086], [4.24473, -0.39875, -0.04116], [3.26358, 0.40029, 0.37745], [-0.62384, 4.58220, 2.16440], [1.13482, 5.76142, 0.83182], [2.98701, 4.45797, -0.12981], [-0.42916, 2.09431, 2.43088], [4.55587, 3.31427, -0.67281], [6.35324, 1.81571, -1.44408], [6.14148, -0.64559, -1.01174], [4.12534, -1.45954, 0.15876], [-1.92154, -0.15625, 5.43243], [-0.54958, -0.28265, 4.76873], [-0.56464, -0.11894, 3.41677], [0.39831, 0.78328, 5.36445], [1.60412, 0.76335, 4.74374], [-0.10878, 2.01048, 5.16653], [0.62411, 0.64466, 6.67514], [0.00799, -1.70191, 5.06485], [1.24512, -1.86368, 4.47135], [-0.77136, -2.62912, 4.48983], [0.15174, -2.01728, 6.34365], [-2.32659, 0.82369, 5.19004], [-1.86309, -0.26684, 6.51491], [-2.58262, -0.91695, 5.02280], [-0.17276, -1.92275, -0.25273], [-0.95620, -1.49407, -1.47890], [-1.20781, 0.28803, -1.47193], [-0.57377, 1.13777, -2.37265], [-0.75319, 2.51251, -2.26852], [-1.56500, 3.03285, -1.27434], [-2.20127, 2.18804, -0.37080], [-2.02187, 0.82032, -0.46468], [-2.57269, -2.25246, -1.54656], [-3.63450, -1.64347, -2.21456], [-4.86167, -2.28492, -2.28052], [-5.02857, -3.52376, -1.67697], [-3.97501, -4.12850, -1.00490], [-2.74459, -3.49523, -0.93851], [-0.06717, -1.89102, -2.98676], [1.32634, -1.82426, -2.96293], [2.04997, -2.06464, -4.11924], [1.38379, -2.37311, -5.29793], [-0.00125, -2.44694, -5.32444], [-0.73068, -2.20634, -4.16985], [0.05055, 0.72941, -3.15708], [-0.26630, 3.17324, -2.97362], [-1.71087, 4.10317, -1.20446], [-2.83884, 2.59824, 0.40145], [-2.52209, 0.15625, 0.23261], [-3.50597, -0.66898, -2.67058], [-5.68873, -1.81524, -2.79565], [-5.98915, -4.01946, -1.72546], [-4.11541, -5.09028, -0.53059], [-1.91412, -3.94863, -0.41235], [1.82782, -1.59050, -2.03137], [3.13084, -2.01756, -4.10536], [1.94837, -2.56473, -6.20092], [-0.51051, -2.69888, -6.24482], [-1.81098, -2.27500, -4.18170]],
  "forces_ev_per_a": [[0.3, 0.1, 0.0], [0.0, 0.0, 0.0], [0.0, 0.0, 0.0], [0.0, 0.1, 0.0], [0.1, -0.2, -0.1], [-0.2, -0.1, 0.1], [0.1, 0.0, 0.0], [-0.2, 0.1, 0.1], [0.0, 0.0, 0.0], [0.0, 0.0, 0.0], [0.0, 0.0, 0.0], [0.0, 0.0, 0.0], [0.0, 0.0, -0.1], [0.0, 0.0, 0.0], [0.0, 0.0, 0.0], [0.0, 0.0, 0.0], [0.0, 0.1, 0.0], [0.0, 0.0, 0.0], [0.0, 0.0, 0.0], [0.0, 0.0, 0.0], [0.0, 0.0, 0.0], [0.0, 0.0, 0.0], [0.0, -0.1, 0.0], [-0.2, 0.0, 0.1], [0.0, 0.0, 0.0], [0.0, 0.0, 0.0], [0.0, 0.0, 0.0], [0.0, 0.0, 0.0], [0.0, 0.1, -0.1], [0.0, 0.0, 0.0], [0.0, 0.0, 0.0], [0.0, 0.0, 0.0], [0.0, 0.0, 0.0], [0.0, 0.0, 0.0], [0.0, 0.0, 0.0], [-0.1, 0.1, -0.3], [0.2, -0.1, 0.1], [0.0, 0.0, 0.1], [0.0, 0.0, 0.0], [0.0, 0.0, 0.0], [0.0, 0.0, 0.0], [0.0, 0.0, 0.0], [0.0, -0.1, -0.1], [0.0, 0.0, 0.0], [0.0, 0.0, 0.0], [0.0, 0.0, 0.0], [0.0, 0.0, 0.0], [0.0, 0.0, 0.0], [0.0, 0.1, 0.0], [0.0, 0.0, 0.0], [-0.1, 0.0, 0.0], [0.0, 0.0, 0.0], [0.0, 0.0, 0.0], [0.0, 0.0, 0.0], [0.0, 0.0, 0.1], [0.0, 0.0, 0.0], [0.0, 0.0, 0.0], [0.0, 0.0, 0.0], [0.0, 0.0, 0.0], [0.0, 0.0, 0.0], [0.0, 0.0, 0.0], [0.0, 0.0, 0.0], [0.0, 0.0, 0.0], [0.0, 0.0, 0.0], [0.0, 0.0, 0.0], [0.1, 0.0, 0.0], [0.0, 0.0, 0.0], [0.0, 0.0, 0.0], [0.0, 0.0, 0.0], [0.0, 0.0, 0.0]],
  "lowdin_charge": [1.9889, -0.0373, -0.0366, -0.0005, -0.2172, -0.0040, -0.1365, -0.2083, 0.0022, -0.0337, -0.0427, -0.1454, -0.0051, 0.1177, 0.1181, 0.1066, 0.0923, 0.1081, 0.1195, 0.1136, 0.1090, 0.0261, -0.5225, -0.4919, -0.5586, 0.1140, 0.1511, 0.1697, -0.5602, 0.0273, 0.1494, 0.1876, 0.0965, 0.1008, 0.0976, -0.6018, 0.7890, -0.2837, -0.0556, -0.0601, -0.0697, -0.0723, -0.0811, -0.2932, -0.0823, -0.0621, -0.0605, -0.0601, -0.0584, -0.2830, -0.0791, -0.0658, -0.0632, -0.0594, -0.0557, 0.1075, 0.1115, 0.1128, 0.1168, 0.1226, 0.1143, 0.1114, 0.1120, 0.1117, 0.1094, 0.0952, 0.1081, 0.1115, 0.1122, 0.1055],
  "homo_energy_ev": -11.8,
  "spin_multiplicity": 1,
  "orbital_gap_ev": 8.947,
  "relative_energy_ev": 0.000,
  "total_charge": 1
}

=====

[2]
{
  "formula": "C32H26Br2F3N5PbS5",
  "method": "ωB97M-V/def2-TZVPD",
  "elements": ["Pb", "Br", "C", "Br", "H", "H", "N", "C", "C", "C", "C", "C", "C", "C", "C", "N", "C", "H", "H", "H", "H", "H", "H", "H", "H", "C", "C", "C", "C", "C", "C", "N", "N", "C", "C", "C", "C", "C", "C", "H", "H", "H", "H", "H", "H", "H", "H", "H", "C", "S", "C", "C", "S", "S", "C", "S", "S", "H", "H", "H", "F", "C", "F", "F", "C", "C", "C", "N", "C", "C", "H", "H", "H", "H"],
  "xyz": [[-0.07849, 0.00496, -0.06580], [-0.56153, -1.28842, 3.56259], [1.33254, -1.20145, 3.88766], [2.35674, -0.74297, 2.31114], [1.66543, -2.17763, 4.21272], [1.51622, -0.44048, 4.63369], [0.95522, 2.32357, 0.64042], [0.11982, 3.48045, 0.84022], [0.58110, 4.75417, 0.66861], [-0.26288, 5.86603, 0.88496], [-1.55001, 5.68814, 1.29796], [-2.05812, 4.38047, 1.48524], [-3.37261, 4.12002, 1.93268], [-3.78864, 2.82845, 2.09356], [-2.89568, 1.79133, 1.76610], [-1.67299, 1.98901, 1.34073], [-1.22869, 3.26699, 1.22951], [1.39081, 2.05145, 1.51954], [1.70598, 2.54038, -0.00768], [1.61109, 4.91849, 0.37437], [0.13214, 6.86195, 0.73989], [-2.19421, 6.53675, 1.48911], [-4.03339, 4.95040, 2.14913], [-4.78124, 2.59662, 2.45375], [-3.21105, 0.75327, 1.85293], [-5.00934, 1.50638, -3.19093], [-4.07068, 1.61082, -4.21173], [-2.73210, 1.36022, -3.96579], [-2.33841, 0.99198, -2.68136], [-3.27210, 0.87556, -1.65863], [-4.60953, 1.14043, -1.91415], [-0.97741, 0.73108, -2.33296], [-0.14578, 0.83453, -3.24580], [1.20899, 0.58424, -2.90304], [2.10104, 0.67395, -3.96894], [3.44764, 0.43824, -3.74294], [3.87585, 0.12331, -2.46095], [2.96336, 0.03919, -1.40941], [1.60586, 0.27178, -1.59770], [-6.04963, 1.72550, -3.39193], [-4.38545, 1.89900, -5.20571], [-1.99416, 1.45520, -4.74823], [-2.94129, 0.60770, -0.66218], [-5.33636, 1.08454, -1.11331], [1.72867, 0.92732, -4.95307], [4.15710, 0.50307, -4.55636], [4.92686, -0.05909, -2.27517], [3.34806, -0.22071, -0.42793], [-2.35892, -4.65481, -1.86352], [-4.04083, -5.15488, -1.43372], [-4.86384, -3.91804, -0.65311], [-4.33718, -2.71634, 0.07825], [-2.78962, -2.45423, 0.46401], [-5.59061, -1.63188, 0.60964], [-6.98046, -2.62007, 0.24619], [-8.50594, -2.27427, 0.55273], [-6.54171, -4.12623, -0.59627], [-2.00229, -5.51826, -2.42656], [-1.73564, -4.49405, -0.99424], [-2.40694, -3.78062, -2.50885], [1.89392, -7.51667, -0.67410], [1.22999, -6.83894, -1.60824], [1.82115, -7.03934, -2.78306], [-0.01442, -7.36492, -1.68340], [1.12396, -5.37279, -1.26469], [1.32027, -4.39825, -2.22573], [1.11164, -3.07359, -1.86421], [0.72258, -2.70817, -0.64474], [0.56994, -3.65727, 0.28199], [0.76065, -5.00267, 0.02365], [1.62824, -4.65322, -3.22990], [1.26137, -2.27478, -2.58253], [0.27997, -3.31987, 1.27248], [0.62816, -5.74108, 0.80311]],
  "forces_ev_per_a": [[0.1, 0.0, 0.0], [0.0, 0.0, 0.0], [0.0, 0.0, 0.0], [0.0, 0.0, 0.0], [0.0, 0.0, 0.0], [0.0, 0.0, 0.0], [-0.1, 0.0, 0.0], [0.0, 0.0, 0.0], [0.0, 0.0, 0.0], [0.0, 0.0, 0.0], [0.0, 0.0, 0.0], [0.0, 0.0, 0.0], [0.0, 0.0, 0.0], [0.0, 0.0, 0.0], [0.0, 0.0, 0.0], [0.0, 0.0, 0.1], [0.0, 0.0, 0.0], [0.0, 0.0, 0.0], [0.0, 0.0, 0.0], [0.0, 0.0, 0.0], [0.0, 0.0, 0.0], [0.0, 0.0, 0.0], [0.0, 0.0, 0.0], [0.0, 0.0, 0.0], [0.0, 0.0, 0.0], [0.0, 0.0, 0.0], [0.0, 0.0, 0.0], [0.0, 0.0, 0.1], [0.0, 0.0, 0.0], [0.0, 0.0, 0.0], [0.0, 0.0, 0.0], [0.1, 0.1, 0.0], [-0.1, 0.0, 0.0], [-0.1, 0.1, 0.0], [0.0, 0.0, 0.0], [0.0, 0.0, 0.0], [0.0, 0.0, 0.0], [0.0, 0.0, 0.0], [0.1, -0.1, -0.1], [0.0, 0.0, 0.0], [0.0, 0.0, 0.0], [0.0, 0.0, 0.0], [0.0, 0.0, 0.0], [0.0, 0.0, 0.0], [0.0, 0.0, 0.0], [0.0, 0.0, 0.0], [0.0, 0.0, 0.0], [0.0, 0.0, 0.0], [-0.1, 0.0, 0.0], [0.0, 0.1, 0.0], [0.1, 0.1, 0.1], [0.0, -0.1, -0.2], [-0.1, 0.0, 0.0], [0.0, 0.0, 0.0], [0.0, -0.1, -0.1], [0.1, 0.0, 0.0], [0.0, 0.0, 0.0], [0.0, 0.0, 0.0], [0.0, 0.0, 0.1], [0.1, 0.0, 0.1], [0.0, 0.0, 0.0], [0.0, 0.0, 0.0], [0.0, 0.0, 0.0], [-0.1, 0.0, 0.0], [0.0, 0.0, 0.0], [0.0, 0.0, 0.0], [0.0, 0.0, 0.0], [0.0, 0.0, 0.0], [0.0, 0.0, 0.0], [0.0, 0.0, 0.0], [0.0, 0.0, 0.0], [0.0, 0.0, 0.0], [0.0, 0.0, 0.0], [0.0, 0.0, 0.0]],
  "lowdin_charge": [1.1639, 0.5800, -0.9992, 0.6235, 0.0092, 0.0103, 0.0182, -0.2320, -0.0022, -0.0459, -0.0132, -0.1400, 0.0145, -0.0330, -0.1572, 0.0299, -0.1757, 0.0712, 0.0925, 0.1232, 0.1173, 0.1242, 0.1288, 0.1105, 0.0946, -0.0633, -0.0541, -0.0084, -0.2462, -0.0569, -0.0813, -0.0482, 0.0998, -0.3187, -0.0130, -0.0581, -0.0591, -0.1425, -0.3258, 0.1131, 0.1161, 0.1118, 0.0380, 0.0922, 0.1187, 0.1142, 0.1140, 0.0597, -0.3301, 1.0479, -0.9084, -1.0891, 0.7700, 0.9436, -1.4227, 0.8146, 1.0200, 0.0539, -0.0082, 0.0695, 0.1762, -0.5937, 0.1702, 0.1383, -0.1053, 0.0333, -0.0999, -0.0016, -0.1667, 0.0142, 0.1323, 0.1105, 0.0788, 0.1367],
  "homo_energy_ev": -13.0,
  "spin_multiplicity": 1,
  "orbital_gap_ev": 4.434,
  "relative_energy_ev": 0.508,
  "total_charge": 2
}

=====

[3]
{
  "formula": "C32H26F5NO3P2SSeTi",
  "method": "ωB97M-V/def2-TZVPD",
  "elements": ["Ti", "C", "N", "P", "C", "C", "C", "C", "C", "C", "C", "C", "C", "C", "C", "C", "P", "C", "C", "C", "C", "C", "C", "C", "C", "C", "C", "C", "C", "H", "H", "H", "H", "H", "H", "H", "H", "H", "H", "H", "H", "H", "H", "H", "H", "H", "H", "H", "H", "H", "H", "H", "C", "S", "O", "O", "O", "H", "H", "H", "F", "C", "C", "F", "C", "F", "C", "Se", "C", "F", "C", "F"],
  "xyz": [[-0.77204, 0.65122, -0.09379], [1.83677, 0.41368, -1.63321], [0.81657, 1.06712, -0.80717], [-0.86444, -1.82386, 0.66139], [0.63229, -2.66834, 0.18864], [0.64575, -3.32144, -1.04735], [1.83335, -3.84938, -1.52564], [3.00061, -3.72573, -0.78205], [2.98738, -3.07278, 0.44343], [1.80669, -2.53349, 0.92876], [-2.29122, -2.85265, 0.47333], [-2.18811, -4.24533, 0.46621], [-3.33927, -5.00888, 0.38190], [-4.58155, -4.38996, 0.30996], [-4.68681, -3.00416, 0.32746], [-3.54242, -2.23233, 0.40889], [1.02312, 2.79643, -0.51610], [2.24030, 2.81579, 0.82381], [2.53564, 1.71803, 1.63164], [3.50172, 1.82347, 2.61776], [4.17083, 3.02768, 2.81220], [3.88605, 4.12115, 2.00880], [2.93245, 4.01267, 1.00571], [-0.58018, 3.06733, 0.39392], [-0.59722, 3.62368, 1.67310], [-1.80245, 3.84719, 2.31722], [-3.01261, 3.48040, 1.73142], [-3.02034, 2.93899, 0.45818], [-1.81092, 2.76304, -0.22260], [1.55447, -0.62430, -1.80361], [2.79517, 0.43735, -1.11080], [1.93850, 0.93478, -2.58697], [-0.26042, -3.41632, -1.63209], [1.84639, -4.36161, -2.47804], [3.92404, -4.14635, -1.15658], [3.89575, -2.99097, 1.02453], [1.79909, -2.03784, 1.89133], [-1.22117, -4.72834, 0.52659], [-3.26860, -6.08765, 0.37448], [-5.47652, -4.99356, 0.24180], [-5.65797, -2.53196, 0.27679], [-3.63053, -1.15019, 0.43263], [2.03060, 0.77038, 1.47130], [3.74985, 0.96623, 3.23089], [4.92766, 3.10665, 3.58085], [4.41790, 5.05200, 2.14911], [2.73161, 4.86221, 0.36225], [0.33174, 3.87486, 2.16889], [-1.80151, 4.29701, 3.30172], [-3.94196, 3.64040, 2.26039], [-3.95229, 2.69312, -0.03430], [-1.84281, 2.49009, -1.27782], [-0.00810, -0.13533, 4.32330], [-1.12976, -0.33548, 2.99901], [-2.47628, -0.38167, 3.42330], [-0.80948, 0.69096, 1.97253], [-0.65607, -1.68694, 2.36078], [-0.28545, 0.78898, 4.82825], [1.00217, -0.07840, 3.92552], [-0.13508, -0.98506, 4.99195], [1.29707, 1.34786, -6.86250], [0.63111, 0.96969, -5.79238], [0.68359, -0.35132, -5.36891], [1.40684, -1.23589, -6.03434], [-0.01565, -0.73060, -4.23755], [0.07070, -2.00313, -3.83965], [-0.77428, 0.17425, -3.50541], [-1.79095, -0.47430, -2.01848], [-0.81713, 1.48420, -3.95677], [-1.54494, 2.39779, -3.29987], [-0.12197, 1.89400, -5.08081], [-0.17524, 3.15485, -5.47714]],
  "forces_ev_per_a": [[-0.2, -0.1, 0.1], [0.1, 0.0, 0.1], [-0.1, -0.1, -0.1], [0.0, 0.2, 0.0], [0.0, 0.0, -0.1], [0.0, 0.0, 0.0], [0.0, 0.0, 0.0], [0.0, 0.0, 0.0], [0.0, 0.0, 0.0], [0.0, 0.0, 0.1], [0.0, 0.0, 0.0], [0.0, 0.0, 0.0], [0.0, 0.0, 0.0], [0.0, 0.0, 0.0], [0.0, 0.0, 0.0], [0.0, 0.0, 0.0], [0.0, 0.0, 0.0], [0.0, 0.1, 0.0], [0.0, 0.0, 0.0], [0.0, 0.0, 0.0], [0.0, 0.0, 0.0], [0.0, 0.0, 0.0], [0.0, 0.0, 0.0], [0.1, 0.0, -0.1], [0.0, 0.0, 0.0], [0.0, 0.0, 0.0], [0.0, 0.0, 0.0], [0.0, 0.0, 0.0], [0.0, 0.0, 0.0], [0.0, 0.0, 0.0], [0.0, 0.0, 0.0], [0.0, 0.0, 0.0], [0.0, 0.0, 0.0], [0.0, 0.0, 0.0], [0.0, 0.0, 0.0], [0.0, 0.0, 0.0], [0.0, 0.0, 0.0], [0.0, 0.0, 0.0], [0.0, 0.0, 0.0], [0.0, 0.0, 0.0], [0.0, 0.0, 0.0], [0.0, 0.0, 0.0], [0.0, 0.0, 0.0], [0.0, 0.0, 0.0], [0.0, 0.0, 0.0], [0.0, 0.0, 0.0], [0.0, 0.0, 0.0], [0.0, 0.0, 0.0], [0.0, 0.0, 0.0], [0.0, 0.0, 0.0], [0.0, 0.0, 0.0], [0.0, 0.0, 0.0], [0.0, 0.0, 0.0], [0.1, 0.0, 0.0], [0.0, 0.0, 0.0], [0.0, 0.0, 0.0], [0.0, 0.0, 0.0], [0.0, 0.0, 0.0], [0.0, 0.0, 0.0], [0.0, 0.0, 0.0], [0.0, 0.0, 0.0], [0.0, 0.0, 0.0], [0.0, 0.0, 0.0], [0.0, 0.0, 0.0], [0.0, 0.0, 0.0], [0.0, 0.0, 0.0], [0.0, 0.0, -0.1], [0.0, 0.0, 0.0], [0.0, 0.0, 0.0], [0.0, 0.0, 0.0], [0.0, 0.0, 0.0], [0.0, 0.0, 0.0]],
  "lowdin_charge": [0.6225, -0.1089, -0.4339, 0.9656, -0.3555, -0.1017, -0.0404, -0.0340, -0.0470, -0.0742, -0.3753, -0.0528, -0.0346, -0.0245, -0.0382, -0.1122, 1.1238, -0.4032, -0.1026, -0.0644, -0.0461, -0.0466, -0.0919, -0.3990, -0.0588, -0.0151, -0.0194, -0.0235, -0.2060, 0.0726, 0.0953, 0.0910, 0.1057, 0.1243, 0.1222, 0.1190, 0.1021, 0.1176, 0.1225, 0.1239, 0.1219, 0.0960, 0.0806, 0.1099, 0.1193, 0.1205, 0.1131, 0.1178, 0.1284, 0.1280, 0.1330, 0.0775, -0.0680, 0.5973, -0.1884, -0.4235, -0.3925, 0.1009, 0.0752, 0.1026, 0.1790, -0.1194, -0.1334, 0.1614, -0.2596, 0.0840, -0.4452, 0.9211, -0.2376, 0.0734, -0.1328, 0.1610],
  "homo_energy_ev": -14.3,
  "spin_multiplicity": 1,
  "orbital_gap_ev": 7.082,
  "relative_energy_ev": 0.568,
  "total_charge": 2
}